ORCA calculation (the ωB97M-V functional and the def2-TZVPD basis) on a structure of composition C6H8CsLiO6 at a distorted geometry.

Its energy above the lowest of the compared OMol25 structures with the same formula, charge and spin is 3.319 eV. The value obtained for the total energy is -712.43499 hartree. Its LUMO energy is -0.859 eV. The value obtained for the max |F| is 0.063 Eh/bohr.

```
! wB97M-V def2-TZVPD RIJCOSX def2/J DEFGRID3
* xyz 0 1
O 1.375 2.281 -0.115
C 2.783 4.159 3.278
C 1.881 2.787 0.896
O 3.413 5.152 2.881
O 1.493 4.147 2.848
C 1.087 2.981 2.163
H 2.798 3.403 0.799
H 4.436 0.940 3.265
H 1.208 2.098 2.806
H 0.026 3.112 1.899
Cs 2.598 0.794 -3.851
Li 4.223 5.094 4.575
O 6.245 1.724 0.459
C 5.665 1.153 -0.619
C 6.292 1.001 1.682
O 5.562 1.887 -1.632
O 5.142 0.017 -0.541
C 4.928 0.755 2.301
H 6.924 1.598 2.349
H 6.793 0.040 1.500
H 4.954 -0.329 2.516
H 4.140 1.382 1.626
*
```

What are the Mulliken partial charges on each atom? They are as follows, in elementary charge units:
1 O -0.588
2 C -0.245
3 C 0.061
4 O -0.585
5 O -0.380
6 C -0.140
7 H 0.386
8 H 0.387
9 H 0.285
10 H 0.314
11 Cs 0.966
12 Li 0.919
13 O -0.368
14 C 0.686
15 C -0.382
16 O -0.773
17 O -0.710
18 C -0.598
19 H 0.215
20 H 0.326
21 H 0.285
22 H -0.061

=====

ORCA calculation (the ωB97M-V functional and the def2-TZVPD basis) on a structure of composition C6H8CuMgO6 at a distorted geometry.

Its energy above the lowest of the compared OMol25 structures with the same formula, charge and spin is 2.192 eV. The value obtained for the total energy is -2525.12609 hartree. Its LUMO energy is -5.281 eV. The value obtained for the max |F| is 0.046 Eh/bohr.

```
! wB97M-V def2-TZVPD RIJCOSX def2/J DEFGRID3
* xyz 1 1
O 1.896 -0.974 1.069
C 1.158 0.113 0.865
C 2.541 -1.343 -0.170
O 0.095 -0.037 0.010
O 2.412 1.024 -0.211
C 3.217 -0.040 -0.629
H 1.790 -1.682 -0.894
H 3.264 -2.132 0.064
H 3.292 -0.062 -1.730
H 4.220 0.045 -0.179
O -1.782 0.125 1.329
C -1.029 0.784 0.374
C -2.577 -0.833 0.643
O -0.693 2.019 0.728
O -1.842 0.834 -0.787
C -2.913 -0.109 -0.664
H -3.456 -1.058 1.253
H -2.001 -1.753 0.467
H -3.860 0.441 -0.606
H -2.917 -0.774 -1.534
Mg 1.174 2.210 1.299
Cu -1.988 3.201 -0.696
*
```

What are the Mulliken partial charges on each atom? They are as follows, in elementary charge units:
1 O -0.381
2 C -0.072
3 C -0.444
4 O -0.272
5 O -0.595
6 C -0.341
7 H 0.217
8 H 0.347
9 H 0.277
10 H 0.287
11 O -0.453
12 C 1.889
13 C -0.362
14 O -0.930
15 O -0.485
16 C -0.417
17 H 0.347
18 H 0.241
19 H 0.282
20 H 0.270
21 Mg 0.927
22 Cu 0.670

=====

ORCA calculation (the ωB97M-V functional and the def2-TZVPD basis) on a structure of composition C6H8F18MgN3O16S6 at a distorted geometry.

The value obtained for the total energy is -5988.30853 hartree. Its LUMO energy (spin up / spin down) is 3.431 / 3.316 eV. The value obtained for the max |F| is 0.141 Eh/bohr.

```
! wB97M-V def2-TZVPD RIJCOSX def2/J DEFGRID3
* xyz -2 2
Mg -1.294 -0.348 -1.679
C 1.618 -5.059 4.710
F 1.152 -4.619 5.871
F 1.119 -6.248 4.396
F 1.392 -4.135 3.693
S 3.577 -5.289 4.913
O 4.066 -4.956 6.241
O 3.762 -6.746 4.598
N 4.173 -4.327 3.564
S 4.094 -2.860 4.262
O 3.101 -2.626 5.327
O 5.448 -2.309 4.409
C 3.472 -1.903 2.655
F 2.220 -1.329 2.962
F 4.352 -0.937 2.131
F 3.255 -2.768 1.634
C -0.797 3.757 -2.123
F -1.272 4.296 -3.221
F -0.149 4.612 -1.321
F -1.760 3.242 -1.415
S 0.360 2.332 -2.667
O 0.075 1.927 -4.025
O 1.739 2.851 -2.617
N -0.066 1.078 -1.541
S 0.970 1.180 -0.414
O 1.342 2.578 -0.099
O 0.628 0.274 0.659
C 2.590 0.196 -1.027
F 2.411 -1.204 -1.014
F 2.787 0.493 -2.313
F 3.718 0.447 -0.330
C -2.583 -0.596 2.266
F -3.763 -0.770 2.893
F -1.668 -0.291 3.151
F -2.241 -1.766 1.655
S -2.930 0.833 0.960
O -4.259 1.380 1.230
O -1.838 1.769 1.104
N -2.776 0.051 -0.627
S -4.201 -0.555 -0.826
O -4.176 -1.503 -1.917
O -4.782 -1.033 0.374
C -5.304 0.886 -1.642
F -4.545 1.987 -1.827
F -5.854 0.498 -2.830
F -6.323 1.246 -0.829
O 3.889 3.058 -4.501
H 4.585 3.544 -4.059
H 3.080 3.394 -4.116
O -2.055 0.078 -3.427
H -2.015 0.970 -3.772
H -2.669 -0.375 -4.005
O -2.137 4.737 0.979
H -1.897 4.243 1.763
H -1.653 4.312 0.270
O 0.010 0.380 -6.198
H -0.107 0.895 -5.399
H 0.132 1.032 -6.888
*
```

What are the Mulliken partial charges on each atom? They are as follows, in elementary charge units:
1 Mg 0.986
2 C 0.635
3 F -0.213
4 F -0.208
5 F -0.186
6 S 0.963
7 O -0.569
8 O -0.700
9 N -0.462
10 S 1.095
11 O -0.548
12 O -0.687
13 C 0.584
14 F -0.218
15 F -0.240
16 F -0.254
17 C 0.745
18 F -0.225
19 F -0.250
20 F -0.152
21 S 0.639
22 O -0.824
23 O -0.529
24 N -0.155
25 S 0.569
26 O -0.586
27 O -0.423
28 C 0.565
29 F -0.224
30 F -0.191
31 F -0.215
32 C 0.750
33 F -0.211
34 F -0.183
35 F -0.239
36 S 0.674
37 O -0.588
38 O -0.545
39 N -0.215
40 S 0.921
41 O -0.712
42 O -0.579
43 C 0.629
44 F -0.175
45 F -0.242
46 F -0.245
47 O -0.610
48 H 0.286
49 H 0.346
50 O -0.431
51 H 0.188
52 H 0.294
53 O -0.690
54 H 0.295
55 H 0.321
56 O -0.653
57 H 0.624
58 H 0.266

=====

ORCA calculation (the ωB97M-V functional and the def2-TZVPD basis) on an isolated molecule of C6H8F2 at a distorted geometry.

Its energy above the lowest of the compared OMol25 structures with the same formula, charge and spin is 2.855 eV. The value obtained for the total energy is -433.01812 hartree. Its LUMO energy (spin up / spin down) is 0.754 / 0.654 eV. The value obtained for the max |F| is 0.030 Eh/bohr.

```
! wB97M-V def2-TZVPD RIJCOSX def2/J DEFGRID3
* xyz 0 1
C -0.142 -1.584 0.114
C -1.059 -0.726 -0.324
C 1.319 -1.284 0.370
C -0.877 0.653 -0.717
C 1.738 0.096 0.021
C -1.421 1.763 0.100
F 2.180 0.887 1.020
F 2.530 0.273 -1.059
H -0.431 -2.598 0.357
H -2.088 -1.079 -0.322
H 1.510 -1.456 1.436
H 1.913 -1.997 -0.211
H -0.493 0.881 -1.699
H -2.363 2.133 -0.319
H -0.724 2.599 0.108
H -1.590 1.441 1.123
*
```

What are the Mulliken partial charges on each atom? They are as follows, in elementary charge units:
1 C -0.468
2 C -0.140
3 C -0.213
4 C -0.437
5 C 0.237
6 C -1.104
7 F -0.295
8 F -0.292
9 H 0.380
10 H 0.309
11 H 0.299
12 H 0.300
13 H 0.436
14 H 0.334
15 H 0.326
16 H 0.328

=====

ORCA calculation (the ωB97M-V functional and the def2-TZVPD basis) on the ion C6H8F3N2S with charge +1 at a distorted geometry.

Its energy above the lowest of the compared OMol25 structures with the same formula, charge and spin is 0.092 eV. The SMILES is CS[n+]1[nH]c(C)cc1C(F)(F)F. The value obtained for the total energy is -1040.42684 hartree. Its LUMO energy is -4.457 eV. The value obtained for the max |F| is 0.067 Eh/bohr.

```
! wB97M-V def2-TZVPD RIJCOSX def2/J DEFGRID3
* xyz 1 1
C 0.073 -3.005 -1.277
S -1.064 -2.195 -0.147
N -0.321 -0.459 -0.059
N -0.901 0.613 -0.689
C -0.424 1.798 -0.177
C -1.009 3.053 -0.605
C 0.464 1.441 0.836
C 0.508 0.087 0.915
C 1.308 -0.822 1.778
F 2.047 -0.128 2.622
F 0.496 -1.583 2.534
F 2.064 -1.615 0.960
H 1.117 -3.176 -0.962
H 0.025 -2.715 -2.336
H -0.177 -4.062 -1.222
H -1.822 0.416 -1.295
H -1.527 2.671 -1.529
H -1.583 3.685 0.105
H -0.218 3.750 -0.924
H 0.941 2.247 1.472
*
```

What are the Mulliken partial charges on each atom? They are as follows, in elementary charge units:
1 C -0.780
2 S 0.099
3 N -0.072
4 N -0.137
5 C 0.599
6 C -0.978
7 C -0.437
8 C -0.024
9 C 0.772
10 F -0.242
11 F -0.210
12 F -0.217
13 H 0.287
14 H 0.312
15 H 0.385
16 H 0.377
17 H 0.282
18 H 0.288
19 H 0.321
20 H 0.375

=====

ORCA calculation (the ωB97M-V functional and the def2-TZVPD basis) on an isolated molecule of C6H8FN at a distorted geometry.

Its energy above the lowest of the compared OMol25 structures with the same formula, charge and spin is 5.801 eV. The SMILES is C#C[C@](F)(C=C)CN. The value obtained for the total energy is -387.82506 hartree. Its LUMO energy is 0.181 eV. The value obtained for the max |F| is 0.073 Eh/bohr.

```
! wB97M-V def2-TZVPD RIJCOSX def2/J DEFGRID3
* xyz 0 1
C -2.643 -0.867 0.337
C -1.595 -0.301 0.239
C -0.377 0.368 -0.135
F -0.572 1.553 -1.005
C 0.428 -0.769 -0.734
C 1.727 -0.889 -1.010
C 0.660 0.910 0.886
N 1.325 -0.320 1.387
H -3.311 -1.504 0.912
H -0.067 -1.601 -1.097
H 2.020 -1.524 -1.898
H 2.443 -0.192 -0.562
H 1.420 1.446 0.373
H 0.327 1.713 1.499
H 2.093 -0.031 2.069
H 1.757 -0.757 0.534
*
```

What are the Mulliken partial charges on each atom? They are as follows, in elementary charge units:
1 C -0.016
2 C -0.999
3 C 1.773
4 F -0.349
5 C -0.669
6 C -0.851
7 C -0.975
8 N -0.769
9 H 0.339
10 H 0.431
11 H 0.279
12 H 0.273
13 H 0.422
14 H 0.475
15 H 0.284
16 H 0.352

=====

ORCA calculation (the ωB97M-V functional and the def2-TZVPD basis) on an isolated molecule of C6H8FN at a distorted geometry.

Its energy above the lowest of the compared OMol25 structures with the same formula, charge and spin is 2.771 eV. The SMILES is C#C[C@](F)(C=C)CN. The value obtained for the total energy is -387.93641 hartree. Its LUMO energy is 0.960 eV. The value obtained for the max |F| is 0.067 Eh/bohr.

```
! wB97M-V def2-TZVPD RIJCOSX def2/J DEFGRID3
* xyz 0 1
C 2.474 -0.346 -0.900
C 1.432 -0.323 -0.270
C 0.101 -0.327 0.272
F 0.201 -1.031 1.497
C -0.942 -1.077 -0.560
C -2.213 -0.653 -0.709
C -0.222 1.120 0.725
N -0.183 2.103 -0.332
H 3.395 -0.417 -1.424
H -0.585 -1.943 -1.136
H -2.900 -1.176 -1.369
H -2.508 0.297 -0.281
H -1.147 1.089 1.309
H 0.586 1.318 1.412
H -0.214 3.036 0.008
H -0.937 1.983 -1.004
*
```

What are the Mulliken partial charges on each atom? They are as follows, in elementary charge units:
1 C 0.103
2 C -1.028
3 C 1.506
4 F -0.324
5 C -0.474
6 C -0.755
7 C -1.182
8 N -0.528
9 H 0.459
10 H 0.332
11 H 0.269
12 H 0.240
13 H 0.448
14 H 0.468
15 H 0.214
16 H 0.252

=====

ORCA calculation (the ωB97M-V functional and the def2-TZVPD basis) on a structure of composition C6H8GaLiO3 at a distorted geometry.

Its energy above the lowest of the compared OMol25 structures with the same formula, charge and spin is 1.646 eV. The value obtained for the total energy is -2390.71330 hartree. Its LUMO energy is -11.214 eV. The value obtained for the max |F| is 0.086 Eh/bohr.

```
! wB97M-V def2-TZVPD RIJCOSX def2/J DEFGRID3
* xyz 2 1
C -1.877 0.928 1.159
C -2.720 -0.082 0.561
C -2.296 0.249 -0.860
C -1.834 -1.141 -0.535
O -0.542 -1.375 -0.506
Li 1.019 -2.179 0.183
H -1.059 0.631 1.827
H -2.265 1.941 1.286
H -3.740 -0.306 0.873
H -2.506 -1.957 -0.831
H -2.975 0.444 -1.700
O 2.049 -0.620 -0.157
O -1.265 1.163 -0.507
C 3.320 -0.324 0.108
C 3.934 0.838 -0.157
H 3.890 -1.144 0.568
H 4.989 0.959 0.087
H 3.401 1.683 -0.602
Ga 0.477 0.290 -0.797
*
```

What are the Mulliken partial charges on each atom? They are as follows, in elementary charge units:
1 C -0.173
2 C -0.449
3 C 0.053
4 C -0.100
5 O -0.539
6 Li 0.917
7 H 0.323
8 H 0.256
9 H 0.421
10 H 0.434
11 H 0.433
12 O -0.393
13 O -0.370
14 C 0.513
15 C -0.899
16 H 0.281
17 H 0.288
18 H 0.100
19 Ga 0.904

=====

ORCA calculation (the ωB97M-V functional and the def2-TZVPD basis) on a structure of composition C6H8HgO6 at a distorted geometry.

Its energy above the lowest of the compared OMol25 structures with the same formula, charge and spin is 1.242 eV. The value obtained for the total energy is -838.12041 hartree. Its LUMO energy (spin up / spin down) is 0.247 / -3.224 eV. The value obtained for the max |F| is 0.131 Eh/bohr.

```
! wB97M-V def2-TZVPD RIJCOSX def2/J DEFGRID3
* xyz 0 3
O 1.983 0.099 -1.305
C 3.056 -0.690 -1.274
O 3.178 -1.684 -2.013
O 3.888 -0.510 -0.352
C 0.835 -0.319 -2.070
H 1.069 -0.188 -3.138
H 0.637 -1.386 -1.892
C -0.336 0.508 -1.633
H -0.136 1.585 -1.655
H -1.258 0.205 -2.142
O -0.859 -0.785 2.164
C -1.314 0.219 2.828
C -0.611 0.075 0.237
O -1.213 0.324 4.056
O -1.544 1.310 2.084
C -1.715 1.026 0.686
H -1.002 -0.926 0.007
H 0.393 0.450 0.476
H -2.692 0.543 0.563
H -1.683 2.001 0.188
Hg -0.677 -1.858 4.184
*
```

What are the Mulliken partial charges on each atom? They are as follows, in elementary charge units:
1 O -0.306
2 C 0.823
3 O -0.420
4 O -0.362
5 C -0.331
6 H 0.416
7 H 0.327
8 C -1.063
9 H 0.386
10 H 0.392
11 O -0.782
12 C 0.939
13 C -0.540
14 O -0.686
15 O -0.346
16 C -0.364
17 H 0.341
18 H 0.403
19 H 0.251
20 H 0.307
21 Hg 0.615

=====

ORCA calculation (the ωB97M-V functional and the def2-TZVPD basis) on a structure of composition C6H8I2NO4S at a distorted geometry.

The value obtained for the total energy is -1582.55742 hartree. Its LUMO energy is 2.200 eV. The value obtained for the max |F| is 0.154 Eh/bohr.

```
! wB97M-V def2-TZVPD RIJCOSX def2/J DEFGRID3
* xyz -1 1
C -0.666 0.449 2.651
C -1.298 -0.897 1.963
I -2.160 -2.428 3.282
C -1.360 -1.146 0.497
I -2.283 -3.033 -0.254
C -0.746 -0.104 -0.613
N 0.276 -0.892 -1.427
S 1.883 -0.610 -0.771
C 2.355 1.155 -1.293
O 1.961 -0.722 0.781
O 2.894 -1.686 -1.323
C -1.879 0.668 -1.515
O -2.094 0.515 -2.825
O -2.741 1.690 -0.833
H -1.230 1.377 2.185
H -0.797 0.383 3.829
H 0.479 0.616 2.462
H -0.120 0.751 -0.067
H 0.232 -0.656 -2.446
H 1.859 1.951 -0.558
H 1.905 1.320 -2.386
H 3.530 1.301 -1.340
*
```

What are the Mulliken partial charges on each atom? They are as follows, in elementary charge units:
1 C -0.789
2 C 0.347
3 I -0.032
4 C -0.526
5 I 0.031
6 C 0.547
7 N -0.410
8 S 0.914
9 C -0.806
10 O -0.557
11 O -0.648
12 C 0.271
13 O -0.652
14 O -0.719
15 H 0.263
16 H 0.308
17 H 0.177
18 H -0.007
19 H 0.362
20 H 0.295
21 H 0.311
22 H 0.321